This record from the Open Molecules 2025 dataset describes one molecule with the formula C19H22N2O4S at a distorted geometry. The level of theory is the ωB97M-V functional and the def2-TZVPD basis.

```
48
Properties=species:S:1:pos:R:3
C -1.68102 -2.64971 -1.03545
C -0.41110 -2.85114 -0.46752
C 0.87512 -3.09350 -1.23435
C 1.86333 -1.92511 -1.13576
C 1.18038 -0.68375 -1.62902
C 1.29135 -0.28693 -2.92348
C 0.51365 0.82548 -3.45171
O 0.37090 0.94886 -4.65948
N -0.08295 1.77294 -2.62034
C -0.85187 2.90447 -3.10171
C -1.87138 3.47050 -2.11239
O -1.25907 3.87021 -0.88618
C -1.11771 2.92453 0.11594
C -0.42197 3.32374 1.27383
C -0.20844 2.44143 2.34598
C -0.67783 1.12642 2.33914
C -0.45738 0.15363 3.48620
C 0.69140 -0.70345 3.11153
S 2.30323 -0.08684 2.74963
C 2.84095 -1.72876 2.61359
O 3.95608 -2.03771 2.29832
N 1.89468 -2.65991 2.86983
C 0.65692 -2.10233 3.09945
O -0.43069 -2.88412 3.32472
C -1.28676 0.68619 1.17132
C -1.52124 1.59088 0.10302
H -2.54760 -2.55833 -0.42739
H -1.73594 -2.54356 -2.11465
H -0.34740 -2.86698 0.63882
H 0.61109 -3.24230 -2.29079
H 1.37557 -3.98825 -0.83201
H 2.76666 -2.14421 -1.70234
H 2.14901 -1.78353 -0.08481
H 0.58738 -0.10150 -0.93966
H 1.84090 -0.80426 -3.64642
H 0.15125 1.76801 -1.62831
H -0.15146 3.67576 -3.38961
H -1.40061 2.60964 -3.98421
H -2.31862 4.33490 -2.55564
H -2.72164 2.80043 -1.96719
H -0.21543 4.39343 1.37485
H 0.25920 2.83888 3.22760
H -1.35227 -0.36608 3.74836
H -0.18038 0.70799 4.36501
H 2.10205 -3.60816 2.81974
H -1.23196 -2.37592 3.42463
H -1.70984 -0.28157 1.07556
H -2.08856 1.18957 -0.75666
```

Output
E_HOMO, eV: -8.03
SMILES string: C=CCC/C=C/C(=O)NCCOc1ccc(Cc2sc(=O)[nH]c2O)cc1
Calculated total energy, Ha: -1545.8233

Here are the Mulliken charges for atoms 1 to 5, given in e: atom 1 (C): -1.006, atom 2 (C): 0.331, atom 3 (C): -0.796, atom 4 (C): -0.184, atom 5 (C): 0.023